1.
Entry from the Open Molecules 2025 dataset: a 8-piece molecular cluster, H16O8 overall at a distorted geometry (the ωB97M-V functional and the def2-TZVPD basis).

Values from the calculation:
2S+1: 1
HOMO-LUMO gap, eV: 9.89
Structure (SMILES): O.O.O.O.O.O.O.O
Highest occupied orbital energy, eV: -10.3
Molar mass, g/mol: 144.1
Energy relative to the best compared isomer or geometry (same formula, charge and spin), eV: 4.324
Energy, eV: -16637.687
Charge: 0

Geometry (Å):
O (-0.697, 1.350, 0.676)
H (-1.116, 1.543, 1.522)
H (-1.167, 0.573, 0.353)
O (-3.805, -3.145, -1.273)
H (-3.125, -2.642, -0.811)
H (-3.608, -3.005, -2.206)
O (0.641, -3.386, 0.703)
H (0.129, -3.995, 0.159)
H (-0.027, -2.850, 1.145)
O (-0.460, -0.527, -0.712)
H (-1.103, -0.954, -0.134)
H (-0.261, -1.197, -1.376)
O (0.630, 3.479, -0.631)
H (-0.022, 3.739, 0.030)
H (1.459, 3.440, -0.141)
O (3.891, 1.934, 1.603)
H (3.423, 1.822, 0.768)
H (4.613, 1.296, 1.555)
O (2.742, -1.663, 0.501)
H (1.813, -1.406, 0.528)
H (3.189, -0.986, 1.020)
O (-2.002, 2.220, -0.980)
H (-2.783, 2.131, -0.423)
H (-2.353, 2.227, -1.877)

2.
Entry from the Open Molecules 2025 dataset: a 5-piece molecular cluster, C5H19NO6 overall at a distorted geometry (the ωB97M-V functional and the def2-TZVPD basis).

Values from the calculation:
2S+1: 1
HOMO-LUMO gap, eV: 9.67
Structure (SMILES): CCCCNC(=O)O.O.O.O.O
Highest occupied orbital energy, eV: -9.4
Molar mass, g/mol: 189.2
Energy relative to the best compared isomer or geometry (same formula, charge and spin), eV: 2.071
Energy, eV: -19267.693
Charge: 0

Geometry (Å):
C (-2.822, -1.626, -1.567)
C (-1.273, -1.743, -1.474)
C (-0.858, -0.308, -1.505)
C (-1.686, 0.870, -0.832)
N (-1.396, 0.981, 0.650)
C (-0.402, 1.822, 1.151)
O (-0.050, 1.867, 2.294)
O (-0.030, 2.768, 0.173)
H (-3.211, -1.223, -0.615)
H (-3.201, -2.656, -1.719)
H (-3.084, -1.023, -2.431)
H (-1.003, -2.338, -0.653)
H (-0.717, -2.361, -2.200)
H (-0.857, -0.023, -2.629)
H (0.169, -0.108, -1.261)
H (-1.369, 1.652, -1.583)
H (-2.799, 0.726, -0.744)
H (-1.491, 0.113, 1.199)
H (0.675, 3.346, 0.593)
O (2.445, -1.367, -0.243)
H (1.514, -1.562, -0.051)
H (2.426, -1.003, -1.155)
O (0.194, -1.847, 2.057)
H (0.995, -2.144, 2.533)
H (-0.426, -1.591, 2.724)
O (2.288, 3.065, 1.336)
H (2.731, 2.205, 1.140)
H (2.321, 2.904, 2.337)
O (3.548, 0.510, 1.086)
H (4.211, 0.592, 0.383)
H (3.157, -0.499, 1.006)